1.
CH4N2OS | ωB97M-V with the def2-TZVPD basis set

Structure (XYZ):
```
9
Properties=species:S:1:pos:R:3:forces:R:3
O 1.7278 -0.7755 -0.2073 -0.71 0.59 -0.70
N 1.5191 0.6459 -0.0648 -2.72 -0.37 -0.73
C 0.2221 0.7966 -0.2099 0.80 -0.35 -0.07
N -0.7083 -0.2167 -0.3398 2.04 -0.08 -0.51
S -2.3597 -0.1067 -0.1700 0.15 0.26 1.05
H 2.3476 -0.9350 0.4688 1.40 -0.52 1.15
H -0.2056 1.7645 -0.3281 0.12 0.90 0.37
H -0.2117 -1.0960 -0.3544 -0.59 -0.41 0.09
H -2.3316 -0.0771 1.2055 -0.49 -0.02 -0.65
```
Forces are in eV/Å.

Results
**F_max**: 2.839 eV/A
**Spin multiplicity**: 1
**Lowest unoccupied orbital energy**: 0.8 eV
**Structure (SMILES)**: O/N=C\NS
**Orbital gap**: 9.91 eV

2.
CH4N2OS | ωB97M-V with the def2-TZVPD basis set

Structure (XYZ):
```
9
Properties=species:S:1:pos:R:3:forces:R:3
C 0.1547 -1.2065 2.1962 2.32 -0.64 0.85
N 0.9319 -0.5758 1.4413 -0.43 -0.20 1.28
N -0.4164 1.0202 -2.3463 -1.72 -0.43 1.00
O -0.6254 1.1910 -1.0744 -0.66 0.40 -1.89
S 1.2179 0.4259 0.3163 1.34 0.49 -0.70
H -0.8076 -1.5558 2.0509 -2.25 0.01 -0.94
H 0.6198 -1.6368 3.0684 0.17 -0.15 0.48
H 0.1667 1.7018 -2.8031 0.21 0.15 -0.23
H -1.2416 0.6359 -2.8492 1.02 0.38 0.16
```
Forces are in eV/Å.

Results
**F_max**: 2.550 eV/A
**Spin multiplicity**: 3
**Lowest unoccupied orbital energy (alpha / beta)**: 0.8 / -0.7 eV
**<S²>**: 2.0125
**Orbital gap (alpha / beta)**: 7.87 / 7.41 eV

3.
CH4N2OSn | ωB97M-V with the def2-TZVPD basis set

Structure (XYZ):
```
9
Properties=species:S:1:pos:R:3:forces:R:3
Sn -3.1149 1.6595 1.1826 0.22 -0.26 -0.37
C 0.3824 -0.7126 -0.2919 2.04 -1.03 -1.22
O 0.3090 -1.8964 -0.4881 -0.58 0.33 0.34
N -0.6839 -0.0500 0.3485 -1.81 1.28 0.24
N 1.4536 0.0549 -0.5876 -1.02 0.18 0.37
H -1.4793 -0.6253 0.5747 0.29 -0.38 0.30
H -0.5841 0.9217 0.6198 0.40 -0.16 0.52
H 1.4366 1.0431 -0.4121 0.42 0.03 -0.12
H 2.2807 -0.3950 -0.9460 0.04 0.02 -0.05
```
Forces are in eV/Å.

Results
**F_max**: 2.590 eV/A
**Spin multiplicity**: 1
**Lowest unoccupied orbital energy**: -13.4 eV
**Orbital gap**: 4.29 eV
**Total charge**: +2

4.
CH4N2S2 | ωB97M-V with the def2-TZVPD basis set

Structure (XYZ):
```
9
Properties=species:S:1:pos:R:3:forces:R:3
S 2.7339 -0.5594 0.2015 1.32 -0.27 -1.82
S 1.2646 0.7384 -0.2788 -0.22 -0.12 -0.09
N -0.0758 -0.2397 0.1906 1.07 -3.28 0.18
C -1.1974 0.4624 0.5661 -0.86 1.67 -0.07
N -1.2294 -0.1955 -0.7007 -1.25 0.88 -1.64
H 3.2941 -0.8074 -1.1146 -1.01 0.24 1.83
H -0.9583 1.5127 0.5389 -1.08 0.66 0.25
H -1.8769 0.0485 1.2793 0.08 0.07 0.96
H -1.9550 -0.9601 -0.6823 1.95 0.14 0.39
```
Forces are in eV/Å.

Results
**F_max**: 3.450 eV/A
**Spin multiplicity**: 1
**Lowest unoccupied orbital energy**: 0.6 eV
**Structure (SMILES)**: SSN1CN1
**Orbital gap**: 9.70 eV

5.
CH4N2S2 | ωB97M-V with the def2-TZVPD basis set

Structure (XYZ):
```
9
Properties=species:S:1:pos:R:3:forces:R:3
C 0.1771 1.3527 0.9947 -1.39 1.61 1.93
N 1.2425 0.8040 0.6912 1.00 0.46 0.45
N -0.3150 -1.5033 -0.5059 0.84 -2.85 1.04
S -1.5416 0.9647 0.6057 -0.44 0.38 -0.29
S -1.4308 -0.5683 -0.9460 -1.56 0.49 1.53
H 0.1111 2.2339 1.7892 0.40 -1.54 -1.77
H 1.1513 -0.0497 0.1796 -0.20 -0.62 -0.72
H -0.7437 -2.2397 0.0712 0.39 0.06 -0.33
H -0.6367 0.0925 -1.6756 0.95 2.01 -1.84
```
Forces are in eV/Å.

Results
**F_max**: 3.147 eV/A
**Spin multiplicity**: 1
**Lowest unoccupied orbital energy**: 0.1 eV
**Orbital gap**: 9.09 eV

6.
CH4N2S3 | ωB97M-V with the def2-TZVPD basis set

Structure (XYZ):
```
10
Properties=species:S:1:pos:R:3:forces:R:3
C -2.2727 0.2588 -0.6541 -0.34 1.25 0.13
N 1.3520 0.6309 0.6080 -1.31 -0.39 -2.19
N -1.3352 -0.4337 -0.5218 1.90 -3.21 0.62
S -3.2417 1.4799 -0.7662 -1.03 0.50 -0.21
S -0.8246 -2.0658 -0.0087 0.09 1.64 -0.81
S 2.2095 -0.8265 -0.3341 0.07 1.14 0.90
H 1.7484 1.0075 1.4692 0.21 -0.51 -0.18
H 1.4181 1.3688 -0.1603 -0.57 -1.12 1.63
H 0.3258 0.3169 0.7646 1.94 0.83 -0.42
H 0.6203 -1.7368 -0.3966 -0.97 -0.12 0.54
```
Forces are in eV/Å.

Results
**F_max**: 3.786 eV/A
**Spin multiplicity**: 1
**Lowest unoccupied orbital energy**: -0.4 eV
**Orbital gap**: 8.11 eV

7.
CH4N2S3 | ωB97M-V with the def2-TZVPD basis set

Structure (XYZ):
```
10
Properties=species:S:1:pos:R:3:forces:R:3
C 0.0075 0.1074 -0.9326 -0.14 0.02 -0.81
N -0.0946 0.8448 1.6142 0.02 -2.86 -2.87
N -0.1758 -0.5031 0.2275 -0.13 3.51 3.71
S 0.1699 -0.7704 -2.3213 0.17 -0.09 -0.16
S -0.1172 1.8555 -0.8675 0.07 0.38 -0.20
S 0.3241 -2.0480 0.7302 0.12 -0.15 0.23
H -0.9211 0.5589 2.1302 -0.08 -0.30 0.11
H 0.7294 0.5042 2.1073 -0.01 -0.19 0.09
H -0.0330 2.0150 -2.1989 -0.03 -0.22 0.04
H 0.1108 -2.5643 -0.4891 0.01 -0.11 -0.14
```
Forces are in eV/Å.

Results
**F_max**: 5.108 eV/A
**Spin multiplicity**: 1
**Lowest unoccupied orbital energy**: -1.2 eV
**Orbital gap**: 7.47 eV

8.
CH4N3 | ωB97M-V with the def2-TZVPD basis set

Structure (XYZ):
```
8
Properties=species:S:1:pos:R:3:forces:R:3
C -1.1349 -0.5629 0.6269 -0.78 3.65 1.41
N -0.7004 -1.5824 0.1372 1.50 -1.37 -0.73
N -0.4791 -0.1953 -0.5926 -2.56 -1.24 -0.21
N 0.7481 0.4605 -0.4465 3.39 -1.89 2.42
H -1.6053 0.0515 1.4557 0.30 -1.38 -1.02
H 1.3222 0.2705 0.8057 -1.58 1.04 -4.55
H 0.4616 1.3937 -0.7150 0.46 1.08 0.75
H 1.3879 0.1644 -1.2715 -0.73 0.12 1.94
```
Forces are in eV/Å.

Results
**F_max**: 4.932 eV/A
**Spin multiplicity**: 1
**Lowest unoccupied orbital energy**: -5.6 eV
**Orbital gap**: 10.65 eV
**Total charge**: +1

9.
CH4N3 | ωB97M-V with the def2-TZVPD basis set

Structure (XYZ):
```
8
Properties=species:S:1:pos:R:3:forces:R:3
C -1.3736 -0.2467 0.8481 -0.98 3.95 -0.36
N 0.3755 -0.8004 1.4894 2.64 -1.31 1.91
N -0.1207 -0.4581 0.5269 -0.28 0.20 -0.57
N 0.6878 0.4851 -0.7501 0.37 1.68 0.87
H -2.0022 -1.0379 0.8407 -1.76 -3.03 -0.14
H 1.5147 0.0249 -1.0509 1.01 -0.56 -0.43
H 0.8934 1.4533 -0.4324 0.01 -0.81 0.17
H 0.0250 0.5798 -1.4717 -1.01 -0.12 -1.44
```
Forces are in eV/Å.

Results
**F_max**: 4.087 eV/A
**Spin multiplicity**: 1
**Lowest unoccupied orbital energy (alpha / beta)**: -6.3 / -6.3 eV
**Orbital gap (alpha / beta)**: 8.94 / 8.94 eV
**Total charge**: +1

10.
CH4N3O | ωB97M-V with the def2-TZVPD basis set

Structure (XYZ):
```
9
Properties=species:S:1:pos:R:3:forces:R:3
C 1.6380 -0.5428 -0.1085 -1.89 -3.30 -1.66
N -2.8779 -0.0438 -0.0907 4.00 0.66 0.44
N 1.2363 0.6143 0.1400 0.50 1.36 0.59
N -1.7593 0.1265 -0.1290 -1.14 -0.20 -0.41
O -3.9919 -0.2068 0.0655 -2.78 -0.44 -0.06
H 2.6618 -0.9009 0.0655 -0.54 0.31 0.63
H 1.8107 1.0856 0.7984 0.80 1.48 0.18
H 0.4318 1.1338 -0.2210 -0.47 -0.94 0.36
H 0.8505 -1.2659 -0.5200 1.52 1.06 -0.08
```
Forces are in eV/Å.

Results
**F_max**: 4.151 eV/A
**Spin multiplicity**: 1
**Lowest unoccupied orbital energy**: -5.9 eV
**Orbital gap**: 9.82 eV
**Total charge**: +1

11.
CH4N3P | ωB97M-V with the def2-TZVPD basis set

Structure (XYZ):
```
9
Properties=species:S:1:pos:R:3:forces:R:3
C 0.2321 1.0517 -0.4105 -1.51 -0.18 0.50
N 1.0844 -0.0798 -0.8010 1.42 -1.46 0.33
N 0.7206 -1.2378 -0.5481 1.15 0.19 -0.23
N -0.3609 -1.5493 0.0569 -2.05 4.60 0.53
P -1.1434 0.5672 0.7248 -0.06 -2.47 -1.98
H 0.7301 1.9835 -0.0889 0.33 -0.85 -0.23
H -0.2152 1.1918 -1.3864 -0.66 0.91 -0.10
H -0.5261 -2.4119 0.5151 0.45 -0.86 0.23
H -0.5216 0.4846 1.9380 0.93 0.10 0.96
```
Forces are in eV/Å.

Results
**F_max**: 5.060 eV/A
**Spin multiplicity**: 1
**Lowest unoccupied orbital energy**: -0.5 eV
**Orbital gap**: 8.50 eV

12.
CH4N3P | ωB97M-V with the def2-TZVPD basis set

Structure (XYZ):
```
9
Properties=species:S:1:pos:R:3:forces:R:3
C -0.3717 0.7246 0.9010 -1.58 1.71 2.50
N 0.0158 0.0316 -0.2184 0.29 -0.20 -2.25
N 0.9762 -0.6364 -0.5071 2.95 -0.22 1.18
N 1.4661 -1.3108 -1.4229 -2.33 0.26 -0.87
P -2.1318 0.9379 0.0289 0.93 1.78 1.05
H -0.3325 0.2240 1.9725 0.09 0.87 -2.25
H 0.0161 1.8283 0.9079 -0.32 -2.13 0.11
H 2.4551 -1.4499 -1.3442 0.55 0.00 0.74
H -2.0932 -0.3493 -0.3177 -0.57 -2.08 -0.22
```
Forces are in eV/Å.

Results
**F_max**: 3.421 eV/A
**Spin multiplicity**: 1
**Lowest unoccupied orbital energy (alpha / beta)**: -0.7 / -0.6 eV
**Orbital gap (alpha / beta)**: 7.29 / 7.54 eV

13.
CH4N4O | ωB97M-V with the def2-TZVPD basis set

Structure (XYZ):
```
10
Properties=species:S:1:pos:R:3:forces:R:3
H -0.2587 1.6844 -0.1353 0.50 0.16 -0.06
N 0.7293 1.4117 -0.0647 -1.45 -1.09 -0.14
C 0.7754 0.1351 -0.0483 0.01 0.62 0.49
N 2.0193 -0.4680 0.0122 1.15 0.50 0.16
N -0.2853 -0.8543 -0.0932 2.25 1.18 -0.05
N -1.5619 -0.6482 -0.0385 -2.12 0.79 0.28
O -1.9460 0.5080 0.1396 0.76 -1.26 -0.28
H 2.6891 0.3245 0.1181 -0.53 -1.15 -0.15
H 2.1635 -1.1652 0.7393 -0.20 0.17 -0.21
H 0.0118 -1.8067 -0.2605 -0.36 0.08 -0.04
```
Forces are in eV/Å.

Results
**F_max**: 2.541 eV/A
**Spin multiplicity**: 1
**Lowest unoccupied orbital energy**: 0.3 eV
**Structure (SMILES)**: [H]/N=C(/N)NN=O
**Orbital gap**: 9.92 eV

14.
CH4N4O | ωB97M-V with the def2-TZVPD basis set

Structure (XYZ):
```
10
Properties=species:S:1:pos:R:3:forces:R:3
C 0.0937 1.1316 0.1581 -1.77 -3.43 -0.59
N -0.0681 -2.3057 0.0713 -0.63 -1.68 -0.40
N 0.7083 -1.4857 0.6450 0.02 1.16 0.02
N -0.9178 -1.3460 -0.3837 3.98 1.51 -0.07
N -0.1594 -0.4357 0.4021 -0.13 2.11 0.07
O 0.9728 1.4381 -0.8683 -1.16 0.22 -0.23
H -1.0322 1.3762 -0.0307 2.35 0.26 -0.18
H 0.3645 1.4241 1.1481 0.43 0.55 0.49
H -1.8707 -1.3217 -0.4853 -2.76 -0.47 0.21
H 1.9090 1.5249 -0.6565 -0.33 -0.23 0.68
```
Forces are in eV/Å.

Results
**F_max**: 4.253 eV/A
**Spin multiplicity**: 1
**Lowest unoccupied orbital energy**: 0.7 eV
**Orbital gap**: 10.45 eV

15.
CH4N4O3 | ωB97M-V with the def2-TZVPD basis set

Structure (XYZ):
```
12
Properties=species:S:1:pos:R:3:forces:R:3
H -1.8811 2.4681 -0.5150 0.76 0.64 1.00
N -1.6023 1.9220 -1.3239 0.36 -1.55 -0.31
N -0.6543 1.1966 -1.2970 0.02 -0.11 -1.42
N 0.4327 1.3959 -0.0504 -1.70 0.52 -1.20
O 1.4461 0.7856 -0.1770 0.13 0.72 0.24
O 0.0589 2.2428 0.6827 0.62 0.72 1.57
N 0.9359 -1.6318 0.0537 1.73 -5.74 1.51
C -0.1525 -1.5214 0.8120 0.16 0.49 1.84
O -0.9147 -0.5828 0.8609 -0.57 -0.29 -0.34
H 1.0760 -1.3092 -0.8442 0.03 1.35 -1.91
H 1.3471 -2.6422 0.2006 -0.82 2.89 -0.67
H -0.0918 -2.3235 1.5975 -0.72 0.39 -0.30
```
Forces are in eV/Å.

Results
**F_max**: 6.183 eV/A
**Spin multiplicity**: 1
**Lowest unoccupied orbital energy**: -0.2 eV
**Structure (SMILES)**: [H]/N=N\[N+](=O)[O-].NC=O
**Orbital gap**: 9.41 eV

16.
CH4N4OS | ωB97M-V with the def2-TZVPD basis set

Structure (XYZ):
```
11
Properties=species:S:1:pos:R:3:forces:R:3
C -1.7766 -0.9180 1.4573 0.53 -1.35 2.92
N 1.7082 1.0385 -2.3401 -1.03 1.49 -1.48
N 1.0044 1.5050 -3.0859 -0.54 -0.81 -0.34
N 2.5352 0.9574 -1.4789 2.61 -1.12 1.90
N -1.4699 0.3852 1.0631 2.80 2.27 -1.55
O 0.9492 -0.2065 0.2550 -0.67 -0.45 0.58
S -0.0970 0.7850 0.4556 -1.81 -0.03 0.68
H -0.7333 -1.4839 1.8301 -3.16 0.70 -1.41
H -2.4910 -0.7906 2.3434 1.15 -0.50 -0.85
H -2.4620 -1.2836 0.6807 0.79 -0.95 0.03
H 2.8327 0.0114 -1.1803 -0.67 0.74 -0.48
```
Forces are in eV/Å.

Results
**F_max**: 3.922 eV/A
**Spin multiplicity**: 1
**Lowest unoccupied orbital energy**: -0.5 eV
**Orbital gap**: 9.24 eV

17.
CH4N4S | ωB97M-V with the def2-TZVPD basis set

Structure (XYZ):
```
10
Properties=species:S:1:pos:R:3:forces:R:3
C -0.3568 -0.6218 0.8676 -1.13 -0.85 -1.67
N 0.6528 -0.1549 -1.2511 3.78 5.98 0.25
N 0.2053 -1.2549 -1.5472 -3.90 -7.95 -2.49
N 0.4979 0.1772 0.0202 -1.67 0.41 2.76
N 0.3835 1.5682 0.1643 0.19 -1.03 1.86
S -0.3686 -2.2726 -0.3887 0.92 1.98 1.21
H -0.0067 -0.7972 1.8822 0.22 0.06 -0.26
H -1.4262 -0.2574 0.8526 1.02 -0.41 -0.05
H -0.5809 1.7995 -0.0396 -0.07 0.34 -0.35
H 0.9997 1.8137 -0.5604 0.64 1.47 -1.26
```
Forces are in eV/Å.

Results
**F_max**: 9.199 eV/A
**Spin multiplicity**: 3
**Lowest unoccupied orbital energy (alpha / beta)**: 0.3 / -2.2 eV
**<S²>**: 2.0074
**Orbital gap (alpha / beta)**: 5.81 / 7.09 eV

18.
CH4N5O2 | ωB97M-V with the def2-TZVPD basis set

Structure (XYZ):
```
12
Properties=species:S:1:pos:R:3:forces:R:3
C -2.8248 0.4832 0.2661 -0.68 0.21 -1.35
N -0.0922 0.6626 -0.0572 -2.63 1.75 -0.64
N -2.5637 1.5545 -0.1983 -1.20 -3.23 1.47
N -0.4369 1.9288 0.0373 4.33 -1.31 -0.10
N -1.5556 2.4420 -0.0685 -0.54 1.51 -0.35
N 1.3328 0.6021 0.0387 1.76 -1.59 0.53
O -3.4791 -1.5386 -0.5803 -2.79 -1.13 0.69
O -3.3816 -0.6098 0.5618 0.24 0.62 0.15
H 1.5000 -0.1052 0.7832 0.10 0.22 -0.59
H 1.7858 1.4480 0.4159 -0.30 0.33 -0.54
H 1.8608 0.2254 -0.8346 -1.40 1.04 1.40
H -4.4302 -1.9984 -0.3463 3.11 1.58 -0.68
```
Forces are in eV/Å.

Results
**F_max**: 4.523 eV/A
**Spin multiplicity**: 1
**Lowest unoccupied orbital energy (alpha / beta)**: -5.5 / -5.5 eV
**Orbital gap (alpha / beta)**: 8.41 / 8.41 eV
**Total charge**: +1

19.
CH4N6 | ωB97M-V with the def2-TZVPD basis set

Structure (XYZ):
```
11
Properties=species:S:1:pos:R:3:forces:R:3
N -1.4246 -0.5246 -1.0028 -0.07 0.18 4.56
C -0.4955 0.3558 -0.5608 3.70 -0.85 0.32
N 0.1985 1.1863 -1.3663 -3.21 -0.49 -1.29
N 1.3275 1.4426 -0.8431 2.75 0.70 2.10
N 1.5085 0.8810 0.3216 -1.79 0.52 -1.51
N 0.3213 0.1882 0.5255 1.12 2.53 -5.31
N 0.3477 -0.7210 1.4702 0.31 -0.68 4.55
H -1.5805 -1.3325 -0.3877 -0.09 0.54 -1.06
H -1.5643 -0.4708 -1.9402 -0.78 -0.39 -2.95
H 1.4491 -1.0054 1.6009 -3.72 1.22 0.21
H -0.0875 0.0005 2.1827 1.79 -3.28 0.40
```
Forces are in eV/Å.

Results
**F_max**: 5.988 eV/A
**Spin multiplicity**: 1
**Lowest unoccupied orbital energy**: 0.6 eV
**Structure (SMILES)**: Nc1nnnn1N
**Orbital gap**: 9.65 eV

20.
CH4N6O | ωB97M-V with the def2-TZVPD basis set

Structure (XYZ):
```
12
Properties=species:S:1:pos:R:3:forces:R:3
N 1.6912 -1.5915 -0.7262 0.38 -1.03 -0.81
N 0.3708 -1.3154 -0.4752 -0.16 1.53 0.01
C 0.0583 -0.0966 -0.3550 -0.52 0.73 0.38
N 0.9201 1.0424 -0.5561 -0.40 -0.03 0.09
N 0.2793 2.0877 -0.4018 0.41 -0.98 -0.11
O -1.0326 1.8354 -0.0994 -0.71 0.29 0.33
N -1.2565 0.4141 0.0565 1.33 -0.83 0.01
N -1.5065 0.0614 1.3988 -0.33 0.72 0.39
H 2.2999 -0.9023 -1.1819 -0.77 0.38 0.42
H 1.6495 -2.3908 -1.3433 0.40 -0.33 0.27
H -2.4953 0.2228 1.6051 0.36 -0.11 -0.36
H -0.9781 0.6328 2.0784 0.01 -0.33 -0.62
```
Forces are in eV/Å.

Results
**F_max**: 1.567 eV/A
**Spin multiplicity**: 1
**Lowest unoccupied orbital energy**: -0.1 eV
**Structure (SMILES)**: N/N=c1\nnon1N
**Orbital gap**: 8.91 eV